Computed, not measured: an isolated molecule of C29H34N2O7, with ωB97M-V/def2-TZVPD.

Last column: natural (NBO) charge in e.
Geometry (Å):
1 C 3.78027 -0.00958 5.83478  -0.608
2 C 4.76261 -0.10063 4.67292  -0.398
3 C 4.44922 0.88329 3.54458  -0.410
4 C 3.21675 0.48955 2.73649  -0.069
5 O 3.51024 -0.72162 2.06055  -0.496
6 C 2.56619 -1.28266 1.27645  0.336
7 C 2.92573 -2.47612 0.63905  -0.246
8 C 2.03169 -3.12402 -0.18336  -0.186
9 C 0.76203 -2.60281 -0.39230  -0.315
10 C 0.39563 -1.42147 0.23520  0.078
11 C 1.29467 -0.76249 1.06587  -0.344
12 H 0.98019 0.15508 1.53875  0.229
13 C -0.98053 -0.81216 0.03881  -0.123
14 N -1.63595 -0.63254 1.31406  -0.409
15 C -1.86035 0.65207 1.66771  0.574
16 O -2.36852 1.01747 2.70551  -0.592
17 C -1.36719 1.52317 0.51095  0.449
18 O -1.35601 2.73467 0.51424  -0.514
19 C -0.89991 0.59822 -0.50951  -0.250
20 C -0.31540 0.89866 -1.69899  0.453
21 C -0.29844 2.23182 -2.30592  -0.137
22 C 0.85178 2.65166 -2.96697  -0.210
23 C 0.90512 3.89889 -3.56692  0.265
24 C -0.20963 4.74390 -3.50692  0.236
25 C -1.37422 4.29730 -2.89022  -0.248
26 C -1.42364 3.05581 -2.29684  -0.136
27 H -2.33423 2.72214 -1.82910  0.225
28 H -2.22815 4.95485 -2.88148  0.230
29 O -0.19741 6.00084 -4.04252  -0.478
30 C 1.09699 6.46780 -4.35495  -0.097
31 C 1.89306 5.37409 -5.06508  -0.097
32 H 2.89505 5.71746 -5.32603  0.202
33 O 2.05905 4.26263 -4.21309  -0.495
34 H 1.35759 5.07138 -5.97566  0.179
35 H 0.96559 7.34294 -4.99281  0.203
36 H 1.62119 6.75666 -3.43397  0.182
37 H 1.72292 2.01845 -3.01315  0.233
38 O 0.30653 -0.03152 -2.44630  -0.651
39 H 0.38380 -0.87246 -1.96850  0.501
40 C -2.06440 -1.75836 2.09954  -0.233
41 H -2.16564 -1.41204 3.13146  0.243
42 H -1.29835 -2.53671 2.05197  0.203
43 C -3.42555 -2.28303 1.62628  -0.218
44 N -3.37664 -2.78260 0.26123  -0.458
45 C -4.67584 -2.73609 -0.39272  -0.246
46 C -4.52169 -3.18040 -1.84708  -0.073
47 H -5.49133 -3.20753 -2.34616  0.198
48 O -3.99413 -4.48294 -1.93416  -0.519
49 C -2.74699 -4.54958 -1.28944  -0.070
50 H -2.40917 -5.58373 -1.37498  0.198
51 C -2.84945 -4.13568 0.17925  -0.258
52 H -1.85775 -4.16702 0.63417  0.206
53 H -3.50340 -4.85129 0.70849  0.174
54 H -2.03175 -3.88929 -1.80602  0.155
55 H -3.86046 -2.47404 -2.37294  0.164
56 H -5.04942 -1.71053 -0.36545  0.209
57 H -5.40455 -3.39533 0.10964  0.171
58 H -4.12795 -1.44707 1.65710  0.212
59 H -3.77913 -3.05347 2.33117  0.176
60 H -1.60026 -1.46754 -0.58966  0.241
61 H 0.06114 -3.12373 -1.02906  0.212
62 H 2.31837 -4.04499 -0.66776  0.218
63 H 3.91477 -2.86916 0.81098  0.226
64 H 2.98193 1.27703 2.00742  0.184
65 H 2.34989 0.35467 3.39464  0.177
66 H 4.28782 1.88134 3.95511  0.208
67 H 5.29819 0.92614 2.86011  0.213
68 H 5.76792 0.10845 5.04439  0.202
69 H 4.76127 -1.11272 4.26536  0.207
70 H 4.07645 -0.68848 6.63097  0.212
71 H 3.75840 1.00113 6.23705  0.201
72 H 2.77340 -0.27610 5.52376  0.199

Results
Total charge = 0
Orbital gap = 8.09 eV
Largest force on an atom = 0.8 eV Å⁻¹
SMILES = CCCCOc1cccc([C@@H]2/C(=C(\O)c3ccc4c(c3)OCCO4)C(=O)C(=O)N2CCN2CCOCC2)c1
Multiplicity = 1
DFT total energy = -47936.8309 eV
E_HOMO = -8.2 eV